i) The following is a DFT calculation (ωB97M-V/def2-TZVPD) of a molecular structure, C6H19BrMnNO4.

Element x y z (Å)
Mn: 4.835 -32.966 13.226
Br: 5.453 -33.210 15.554
C: 2.821 -32.412 18.510
C: 1.820 -32.110 17.411
C: 2.092 -30.788 16.712
O: 1.895 -29.707 17.581
C: 0.767 -28.930 17.282
N: 1.751 -33.246 16.469
H: 2.542 -33.293 19.080
H: 2.866 -31.543 19.174
H: 3.857 -32.510 18.161
H: 0.847 -32.008 17.904
H: 1.387 -30.716 15.867
H: 3.112 -30.769 16.299
H: -0.143 -29.543 17.232
H: 0.915 -28.393 16.340
H: 0.614 -28.225 18.095
H: 2.699 -33.511 16.212
H: 1.307 -32.949 15.601
O: 8.824 -33.468 15.440
H: 7.867 -33.510 15.528
H: 9.075 -32.599 15.770
C: 6.135 -37.029 16.324
C: 7.602 -37.412 16.111
O: 7.707 -38.835 16.037
O: 5.290 -37.516 15.312
H: 5.978 -35.965 16.509
H: 5.899 -37.442 17.328
H: 8.181 -36.997 16.939
H: 7.927 -37.057 15.133
H: 7.621 -39.201 16.923
H: 5.663 -38.353 15.006

As for the multiplicity: 6. Its orbital gap (spin up / spin down) is 3.96 / 3.91 eV. For the LUMO energy (spin up / spin down), the calculation gives -7.88 / -7.91 eV. The value obtained for the molar mass is 304.1 g/mol. Its total charge is +1.

***

ii) The following is a DFT calculation (ωB97M-V/def2-TZVPD) of a molecular structure, C6H19BrMnNO4.

Element x y z (Å)
Mn: -0.583 0.270 -1.019
Br: -2.467 1.763 -1.905
C: 2.513 -0.764 2.020
C: 1.332 -0.219 1.205
C: 1.442 1.257 0.935
O: 0.226 1.707 0.353
C: 0.186 3.135 0.205
N: 1.153 -0.884 -0.141
H: 2.191 -1.044 3.020
H: 3.275 0.009 2.168
H: 3.012 -1.594 1.526
H: 0.412 -0.379 1.766
H: 2.266 1.448 0.229
H: 1.655 1.817 1.848
H: -0.815 3.382 -0.135
H: 0.920 3.455 -0.535
H: 0.371 3.600 1.173
H: 2.010 -0.611 -0.634
H: 1.318 -1.883 -0.023
O: 0.828 0.913 -2.547
H: 0.746 1.651 -3.163
H: 1.347 0.245 -3.007
C: -2.687 -2.022 -0.998
C: -2.366 -1.816 0.440
O: -1.946 -0.438 0.645
O: -1.656 -1.496 -1.854
H: -3.614 -1.502 -1.245
H: -2.821 -3.085 -1.191
H: -1.607 -2.503 0.825
H: -3.286 -1.999 1.000
H: -1.900 -0.293 1.596
H: -1.454 -2.119 -2.558

As for the multiplicity: 6. Its orbital gap (spin up / spin down) is 8.28 / 8.33 eV. For the LUMO energy (spin up / spin down), the calculation gives -3.10 / -3.11 eV. The value obtained for the molar mass is 304.1 g/mol. Its total charge is +1.

***

Which one sits at the bottom of the stability order? i) does.

***

i) The following is a DFT calculation (ωB97M-V/def2-TZVPD) of 4 unconnected molecules or ions with the total composition CH11NO4.

Element x y z (Å)
N: 1.324 -2.562 -1.045
C: 1.256 -1.547 -0.079
O: -0.022 -0.960 -0.060
H: 1.812 -2.450 -1.908
H: 1.162 -3.511 -0.767
H: 2.065 -0.833 -0.268
H: 1.501 -1.984 0.894
H: -0.086 -0.455 0.771
O: 0.167 1.259 1.680
H: 0.547 1.905 2.278
H: -0.674 1.628 1.369
O: -0.947 1.105 -1.429
H: -0.031 1.220 -1.702
H: -0.912 0.199 -1.076
O: -2.330 2.173 0.781
H: -1.934 1.884 -0.054
H: -2.898 2.928 0.615

Its orbital gap is 10.24 eV. For the LUMO energy, the calculation gives 0.77 eV. The value obtained for the molar mass is 101.1 g/mol. Its total charge is 0. As for the SMILES: NCO.O.O.O.

***

ii) The following is a DFT calculation (ωB97M-V/def2-TZVPD) of 4 unconnected molecules or ions with the total composition CH11NO4.

Element x y z (Å)
N: -0.260 0.434 -1.169
C: 1.065 -0.062 -0.713
O: 0.756 -0.527 0.631
H: -0.601 0.524 -2.129
H: -0.719 1.006 -0.523
H: 1.403 -1.014 -1.302
H: 1.893 0.736 -0.428
H: -0.231 -0.630 0.685
O: -2.061 1.743 0.783
H: -1.418 1.836 1.487
H: -2.932 2.095 0.870
O: 0.032 1.430 2.433
H: -0.187 1.066 3.351
H: 0.740 1.018 2.057
O: 0.877 -3.066 -2.168
H: 0.025 -2.780 -1.859
H: 0.623 -3.159 -3.174

Its orbital gap is 9.65 eV. For the LUMO energy, the calculation gives 0.73 eV. The value obtained for the molar mass is 101.1 g/mol. Its total charge is 0. As for the SMILES: NCO.O.O.O.

***

Which one sits at the bottom of the stability order? ii) does.

***

i) The following is a DFT calculation (ωB97M-V/def2-TZVPD) of C18H23F2N5O3S in the gas phase.

Element x y z (Å)
H: -7.465 -2.685 -0.190
N: -6.675 -3.294 0.007
C: -5.556 -2.749 -0.210
N: -5.279 -1.474 -0.664
C: -3.944 -1.130 -0.811
C: -3.599 0.203 -1.273
N: -4.553 0.999 -1.555
O: -4.114 2.223 -1.994
C: -5.251 2.970 -2.382
C: -2.132 0.538 -1.374
O: -1.343 -0.196 -1.942
N: -1.754 1.669 -0.743
C: -0.412 2.143 -0.715
C: -0.116 3.565 -1.115
C: 0.323 2.430 -1.988
C: 1.731 1.918 -1.826
N: 1.868 1.686 -0.381
C: 3.013 1.113 0.094
O: 4.115 1.529 -0.220
C: 2.865 0.045 1.167
C: 4.197 -0.557 1.590
C: 4.038 -1.595 2.694
C: 3.419 -2.934 2.220
C: 4.820 -3.557 2.229
F: 4.920 -4.752 2.886
F: 5.361 -3.722 0.991
C: 5.361 -2.344 2.993
C: 0.559 1.456 0.223
C: -3.115 -2.131 -0.479
S: -3.988 -3.556 0.036
H: -6.019 -0.830 -0.895
H: -4.898 3.937 -2.733
H: -5.788 2.481 -3.197
H: -5.930 3.130 -1.543
H: -2.467 2.235 -0.314
H: -0.939 4.184 -1.448
H: 0.612 4.117 -0.533
H: -0.161 2.200 -2.925
H: 1.838 0.971 -2.368
H: 2.500 2.587 -2.209
H: 2.375 0.501 2.033
H: 2.201 -0.738 0.786
H: 4.691 -1.003 0.723
H: 4.866 0.235 1.932
H: 3.585 -1.142 3.575
H: 2.761 -3.396 2.954
H: 2.906 -2.920 1.256
H: 6.274 -1.890 2.605
H: 5.507 -2.563 4.049
H: 0.519 1.839 1.245
H: 0.314 0.387 0.261
H: -2.040 -2.134 -0.521

Its orbital gap is 7.98 eV. For the LUMO energy, the calculation gives -0.04 eV. The value obtained for the molar mass is 427.5 g/mol. Its total charge is 0. As for the SMILES: [H]/N=c1\[nH]c(/C(=N/OC)C(=O)N[C@]23C[C@H]2CN(C(=O)CCC2CC(F)(F)C2)C3)cs1.

***

ii) The following is a DFT calculation (ωB97M-V/def2-TZVPD) of C18H23F2N5O3S in the gas phase.

Element x y z (Å)
H: 7.436 5.057 -1.298
N: 7.403 4.662 -0.362
C: 6.327 4.033 -0.135
N: 5.230 3.814 -0.951
C: 4.195 3.074 -0.398
C: 3.019 2.794 -1.202
N: 2.996 3.303 -2.372
O: 1.849 3.020 -3.092
C: 1.879 3.740 -4.318
C: 1.926 1.952 -0.564
O: 1.470 2.247 0.520
N: 1.579 0.838 -1.247
C: 0.604 -0.070 -0.759
C: -0.550 -0.452 -1.633
C: -0.781 0.399 -0.428
C: -1.203 -0.291 0.844
N: -0.202 -1.348 1.011
C: -0.336 -2.479 1.746
O: 0.561 -3.304 1.822
C: -1.674 -2.705 2.415
C: -2.651 -3.385 1.464
C: -4.042 -3.526 2.053
C: -4.808 -2.180 2.167
C: -5.582 -2.574 0.912
F: -6.934 -2.399 0.962
F: -5.154 -1.925 -0.212
C: -5.087 -4.015 1.010
C: 1.028 -1.077 0.288
C: 4.434 2.686 0.862
S: 5.987 3.237 1.417
H: 5.181 4.180 -1.886
H: 0.964 3.481 -4.844
H: 1.900 4.815 -4.136
H: 2.741 3.451 -4.920
H: 1.991 0.675 -2.151
H: -0.623 0.019 -2.603
H: -0.866 -1.488 -1.624
H: -1.022 1.446 -0.525
H: -1.165 0.425 1.671
H: -2.209 -0.701 0.770
H: -1.484 -3.343 3.277
H: -2.087 -1.763 2.790
H: -2.715 -2.828 0.521
H: -2.264 -4.375 1.207
H: -4.005 -4.121 2.963
H: -5.465 -2.118 3.032
H: -4.220 -1.264 2.103
H: -4.701 -4.461 0.093
H: -5.855 -4.663 1.427
H: 1.428 -1.998 -0.134
H: 1.784 -0.630 0.941
H: 3.776 2.134 1.508

Its orbital gap is 8.05 eV. For the LUMO energy, the calculation gives 0.16 eV. The value obtained for the molar mass is 427.5 g/mol. Its total charge is 0. As for the SMILES: [H]/N=c1\[nH]c(/C(=N/OC)C(=O)N[C@]23C[C@H]2CN(C(=O)CCC2CC(F)(F)C2)C3)cs1.

***

Which one sits at the bottom of the stability order? i) does.